w.
A cluster of 8 separate species, C4H24N2O8S in total. Source: the Open Molecules 2025 dataset; level of theory: wB97M-V/def2-TZVPD.

Results
- Lowest unoccupied orbital energy: 0.252 eV
- Structure (SMILES): NC[C@@H](CS)NC=O.O.O.O.O.O.O.O
- Spin multiplicity: 1
- HOMO energy: -9.1 eV
- HOMO-LUMO gap: 9.4 eV

Each line ends with the natural charge from an NBO analysis.
Cartesian coordinates (Å):
1 N 1.78272 1.53890 1.26844  -0.86
2 C 0.41562 1.97877 1.47470  -0.23
3 C -0.55999 0.82863 1.94978  -0.05
4 C -2.00485 0.91951 1.45073  -0.59
5 S -3.24089 1.22799 2.73264  -0.03
6 N 0.15465 -0.42653 1.49603  -0.59
7 C -0.24554 -1.37304 0.61178  0.54
8 O -1.40568 -1.41530 0.17297  -0.77
9 H 2.01963 1.50822 0.26314  0.40
10 H 2.38704 2.23457 1.67834  0.36
11 H 0.04877 2.47872 0.58573  0.18
12 H 0.29636 2.76109 2.22325  0.19
13 H -0.61251 0.74856 3.08976  0.21
14 H -2.06414 1.87932 0.91654  0.22
15 H -2.54669 0.09904 1.02857  0.28
16 H -2.44538 1.36806 3.76889  0.11
17 H 1.08131 -0.53892 1.88693  0.45
18 H 0.44928 -2.20512 0.39774  0.17
19 O 1.37579 -0.17853 -4.01236  -0.95
20 H 0.88072 0.57639 -3.67273  0.48
21 H 2.05518 0.27207 -4.53960  0.48
22 O -0.74690 0.94037 -1.50668  -0.98
23 H -0.50279 0.06349 -1.84401  0.50
24 H -1.37174 0.77554 -0.79014  0.50
25 O -1.74525 -1.49091 -2.66113  -1.00
26 H -2.25742 -0.70793 -2.86956  0.49
27 H -1.73302 -1.80460 -1.75728  0.51
28 O 1.79611 -2.07969 -2.06667  -1.00
29 H 0.91103 -2.31418 -2.37108  0.49
30 H 2.23840 -1.45822 -2.65377  0.50
31 O 1.70400 1.96590 -1.57707  -0.99
32 H 0.87825 1.42219 -1.44282  0.50
33 H 1.36465 2.77686 -1.97095  0.47
34 O 2.85171 -1.63014 0.87487  -0.97
35 H 2.53315 -1.61355 -0.03096  0.49
36 H 3.80779 -1.70640 0.83065  0.48
37 O -2.22491 -2.70154 2.46789  -0.96
38 H -2.31072 -2.23494 1.62082  0.48
39 H -3.01375 -2.48466 2.97663  0.47

=====

x.
A cluster of 8 separate species, C4H24N2O8S in total. Source: the Open Molecules 2025 dataset; level of theory: wB97M-V/def2-TZVPD.

Results
- Lowest unoccupied orbital energy: 0.046 eV
- Structure (SMILES): CNC(=O)[C@H](N)CS.O.O.O.O.O.O.O
- Spin multiplicity: 1
- HOMO energy: -9.1 eV
- HOMO-LUMO gap: 9.1 eV

Each line ends with the natural charge from an NBO analysis.
Cartesian coordinates (Å):
1 C 2.58100 -0.11765 -1.59354  -0.42
2 N 1.64917 -1.00121 -2.23529  -0.60
3 C 0.32006 -1.02006 -2.02076  0.68
4 O -0.44304 -1.93640 -2.31804  -0.65
5 C -0.29553 0.27470 -1.40872  -0.13
6 N -0.27246 0.20740 0.08692  -0.85
7 C -1.87981 0.58968 -1.77985  -0.55
8 S -2.07453 1.72215 -3.11092  -0.04
9 H 2.49732 -0.22064 -0.47505  0.21
10 H 2.49470 0.94625 -1.96122  0.21
11 H 3.58287 -0.46227 -1.86399  0.21
12 H 2.09469 -1.91109 -2.43399  0.40
13 H 0.26827 1.22750 -1.66815  0.21
14 H -0.62407 0.99030 0.58275  0.35
15 H -0.63738 -0.67488 0.37084  0.37
16 H -2.36047 -0.33148 -2.02289  0.23
17 H -2.34068 1.16448 -0.95317  0.23
18 H -1.09811 1.40754 -4.00135  0.12
19 O 1.58948 3.95528 -1.06541  -0.99
20 H 0.97943 3.51756 -1.63240  0.48
21 H 2.17202 3.51366 -0.46919  0.50
22 O -0.55080 -3.87342 0.07869  -0.97
23 H -0.10876 -4.38824 -0.59828  0.48
24 H -0.88004 -3.13001 -0.49096  0.49
25 O 1.24895 -0.43792 4.14740  -0.96
26 H 0.91310 -0.90663 3.38633  0.47
27 H 1.21025 0.48239 3.82780  0.47
28 O -0.41993 1.29181 3.21906  -0.97
29 H -0.69709 1.07385 2.29927  0.48
30 H -0.76996 0.73057 3.89776  0.50
31 O 0.30530 -2.38099 2.42564  -0.98
32 H -0.43802 -1.83559 2.68420  0.46
33 H 0.05392 -3.02911 1.75594  0.52
34 O 1.85393 2.10801 1.35701  -0.99
35 H 1.53640 2.71312 2.03330  0.50
36 H 2.03983 1.20421 1.55975  0.50
37 O -4.27593 -0.70934 0.15322  -0.98
38 H -4.63857 -0.33039 0.94740  0.49
39 H -4.58550 -0.42312 -0.71012  0.49

=====

The energy of each structure relative to the most stable one, in hartree, is as follows: w 0.0000; x 0.0336.

=====

w.
A structure of composition C2H7NO3S. Source: the Open Molecules 2025 dataset; level of theory: wB97M-V/def2-TZVPD.

Results
- Lowest unoccupied orbital energy (alpha / beta): -0.702 / -0.700 eV
- Spin multiplicity: 1
- HOMO energy (alpha / beta): -8.9 / -8.9 eV
- HOMO-LUMO gap (alpha / beta): 8.2 / 8.2 eV

Each line ends with the natural charge from an NBO analysis.
Cartesian coordinates (Å):
1 C 0.45126 2.60460 -0.74101  -0.54
2 C -0.96837 -1.97213 -0.23786  -0.90
3 N 1.32158 1.46002 -0.74165  0.14
4 O -0.21270 0.18476 1.28744  -0.97
5 O 0.63843 -2.03530 1.85929  -0.93
6 O 0.83040 0.37043 -1.08608  -0.34
7 S 0.36648 -0.98126 0.57168  1.55
8 H 0.21081 3.05812 0.21788  0.25
9 H 0.93190 3.48197 -1.40090  0.24
10 H -0.63838 2.23263 -1.07045  0.21
11 H -1.15611 -1.85346 -1.33340  0.25
12 H -0.73607 -3.07484 -0.06206  0.25
13 H -2.08128 -1.84627 0.06782  0.25
14 H 1.04206 -1.62926 2.66930  0.51

=====

x.
A structure of composition C2H7NO3S. Source: the Open Molecules 2025 dataset; level of theory: wB97M-V/def2-TZVPD.

Results
- Lowest unoccupied orbital energy: 0.388 eV
- Spin multiplicity: 1
- HOMO energy: -8.9 eV
- HOMO-LUMO gap: 9.3 eV

Each line ends with the natural charge from an NBO analysis.
Cartesian coordinates (Å):
1 C -0.75705 -0.72052 -0.10357  -0.68
2 C -0.11102 0.55013 -0.52571  0.07
3 N -0.26960 1.63656 0.26276  -0.76
4 O 2.10346 -1.22230 0.99332  -0.92
5 O 2.57159 1.22555 0.63223  -0.96
6 O 3.01163 -0.40805 -1.19438  -0.96
7 S 2.16819 0.04931 -0.10821  1.98
8 H -1.84117 -0.64527 -0.20254  0.23
9 H -0.41888 -1.54467 -0.72373  0.24
10 H -0.52282 -0.93896 0.93569  0.24
11 H -0.03588 0.75549 -1.58452  0.22
12 H 0.27723 2.45235 0.02904  0.41
13 H -0.28797 1.45721 1.25747  0.39
14 H 2.38757 -2.02023 0.54418  0.50

=====

The energy of each structure relative to the most stable one, in hartree, is as follows: w 0.1564; x 0.0000.

=====

w.
The molecule C6H6N2. Source: the Open Molecules 2025 dataset; level of theory: wB97M-V/def2-TZVPD.

Results
- Lowest unoccupied orbital energy: -0.509 eV
- Structure (SMILES): [H]/N=C1/C=CC(C=C)=N1
- Spin multiplicity: 1
- HOMO energy: -9.6 eV
- HOMO-LUMO gap: 9.1 eV

Each line ends with the natural charge from an NBO analysis.
Cartesian coordinates (Å):
1 H -1.79964 -0.80824 -2.46390  0.35
2 N -0.75131 -1.30672 -2.24967  -0.54
3 C -0.21841 -0.77264 -1.33275  0.34
4 C 0.52440 -1.63701 -0.34126  -0.18
5 C 0.40792 -0.97491 0.89074  -0.28
6 C 0.03195 0.49815 0.39870  0.29
7 C -0.25561 1.78360 1.12644  -0.26
8 C 0.72021 1.85121 2.02994  -0.34
9 N -0.44416 0.41668 -0.85115  -0.50
10 H 0.92631 -2.64352 -0.44414  0.23
11 H 0.67890 -1.32995 1.83561  0.22
12 H -1.15421 2.53470 1.05390  0.27
13 H 1.58674 1.26118 2.35015  0.22
14 H 0.86756 2.72568 2.74327  0.19

=====

x.
The molecule C6H6N2. Source: the Open Molecules 2025 dataset; level of theory: wB97M-V/def2-TZVPD.

Results
- Lowest unoccupied orbital energy: 1.175 eV
- Structure (SMILES): c1cc2[nH]ccc2[nH]1
- Spin multiplicity: 1
- HOMO energy: -7.4 eV
- HOMO-LUMO gap: 8.6 eV

Each line ends with the natural charge from an NBO analysis.
Cartesian coordinates (Å):
1 C 1.08680 -1.75545 0.27433  -0.03
2 C 1.68106 -0.59340 -0.05165  -0.34
3 C 0.58414 0.30257 -0.15410  0.06
4 N 0.31188 1.58956 -0.45199  -0.52
5 C -1.08369 1.76322 -0.32638  -0.06
6 C -1.67222 0.61521 0.10166  -0.33
7 C -0.59738 -0.29963 0.20196  0.05
8 N -0.28643 -1.63189 0.40927  -0.52
9 H 1.49217 -2.71815 0.50763  0.20
10 H 2.73607 -0.43712 -0.09492  0.23
11 H 0.94268 2.29778 -0.80770  0.41
12 H -1.52979 2.73662 -0.56090  0.21
13 H -2.73899 0.51111 0.37661  0.23
14 H -0.92630 -2.38046 0.57620  0.41

=====

The energy of each structure relative to the most stable one, in hartree, is as follows: w 0.1483; x 0.0000.

=====

w.
The molecule C4H9Cl. Source: the Open Molecules 2025 dataset; level of theory: wB97M-V/def2-TZVPD.

Results
- Lowest unoccupied orbital energy: 1.033 eV
- Structure (SMILES): CCCCCl
- Spin multiplicity: 1
- HOMO energy: -10.5 eV
- HOMO-LUMO gap: 11.5 eV

Each line ends with the natural charge from an NBO analysis.
Cartesian coordinates (Å):
1 C 1.24129 -0.56026 0.91671  -0.64
2 C 0.09653 -1.04173 0.04726  -0.40
3 C -0.52985 -0.00162 -0.89750  -0.41
4 C -0.89587 1.30625 -0.17837  -0.34
5 Cl -1.37859 2.48195 -1.48731  -0.09
6 H 0.89498 -0.25458 1.87987  0.21
7 H 1.94696 0.19531 0.47271  0.21
8 H 1.87806 -1.40010 1.21172  0.22
9 H 0.45254 -1.94331 -0.60192  0.21
10 H -0.76234 -1.29749 0.68739  0.20
11 H 0.25597 0.20256 -1.71046  0.21
12 H -1.46661 -0.50463 -1.24372  0.22
13 H -1.66876 1.14235 0.54024  0.21
14 H -0.06431 1.67531 0.36337  0.21

=====

x.
A structure of composition C4H9Cl. Source: the Open Molecules 2025 dataset; level of theory: wB97M-V/def2-TZVPD.

Results
- Lowest unoccupied orbital energy: 0.756 eV
- Spin multiplicity: 1
- HOMO energy: -10.5 eV
- HOMO-LUMO gap: 11.2 eV

Each line ends with the natural charge from an NBO analysis.
Cartesian coordinates (Å):
1 C 0.23407 1.87607 0.80297  -0.65
2 C -0.18274 0.67444 -0.27329  -0.39
3 C -0.03775 -0.72286 0.27966  -0.29
4 C -0.16167 -1.72391 -0.77678  -0.62
5 H 0.05806 2.84958 0.23924  0.22
6 H -0.44010 1.93458 1.79928  0.23
7 H 1.44268 1.61990 0.91219  0.24
8 H 0.43577 0.76370 -1.48301  0.19
9 H -1.28370 0.91811 -0.64518  0.23
10 H -0.74526 -0.75857 1.04001  0.22
11 H 0.21752 -1.41196 -1.99240  0.24
12 H -1.59236 -2.19101 -0.78024  0.22
13 H 0.64471 -2.71983 -0.44599  0.26
14 Cl 1.41076 -1.10824 1.32355  -0.10

=====

The energy of each structure relative to the most stable one, in hartree, is as follows: w 0.0000; x 0.1571.

=====

w.
A cluster of 2 separate species, C3H9N2O2 in total. Source: the Open Molecules 2025 dataset; level of theory: wB97M-V/def2-TZVPD.

Results
- Lowest unoccupied orbital energy: 4.132 eV
- Spin multiplicity: 1
- HOMO energy: -3.8 eV
- HOMO-LUMO gap: 7.9 eV
- Charge: -1

Each line ends with the natural charge from an NBO analysis.
Cartesian coordinates (Å):
1 C 0.23739 0.40487 1.65193  0.50
2 N -0.79538 0.26761 0.82762  -0.65
3 C -2.04415 0.84855 1.29206  -0.42
4 O 0.22365 0.93028 2.76947  -0.73
5 H 1.19195 0.03676 1.24764  0.11
6 H -0.61252 -0.10379 -0.22930  0.46
7 H -2.38070 0.30055 2.17524  0.18
8 H -2.79526 0.81451 0.50774  0.19
9 H -1.86708 1.88178 1.59920  0.19
10 N 2.04732 -0.27826 -1.68437  -0.90
11 C 0.89407 -1.16838 -1.48695  0.12
12 O -0.31207 -0.53283 -1.55711  -0.91
13 H 2.51370 -0.42369 -2.56731  0.33
14 H 1.70906 0.67065 -1.77402  0.35
15 H 0.96689 -1.96780 -2.25747  0.08
16 H 1.02311 -1.68081 -0.51438  0.09

=====

x.
A cluster of 2 separate species, C3H9N2O2 in total. Source: the Open Molecules 2025 dataset; level of theory: wB97M-V/def2-TZVPD.

Results
- Lowest unoccupied orbital energy: 4.243 eV
- Spin multiplicity: 1
- HOMO energy: -4.1 eV
- HOMO-LUMO gap: 8.3 eV
- Charge: -1

Each line ends with the natural charge from an NBO analysis.
Cartesian coordinates (Å):
1 C 1.58811 0.30392 -0.14834  -0.63
2 C 0.80117 0.69983 1.09163  -0.20
3 N 1.21572 2.05698 1.54646  -0.86
4 H 2.65899 0.37142 0.05178  0.17
5 H 1.30684 -0.71518 -0.39252  0.26
6 H 1.26112 0.90211 -0.99595  0.21
7 H -0.27092 0.63742 0.92024  0.20
8 H 1.05542 0.04325 1.92944  0.16
9 H 0.85160 2.73398 0.88776  0.34
10 H 0.80512 2.27330 2.44463  0.33
11 N -2.62509 -1.78778 -1.28063  -0.91
12 C -1.35279 -1.20614 -1.03141  0.85
13 O -0.68935 -1.72781 -0.10586  -0.82
14 O -1.04135 -0.22491 -1.74636  -0.82
15 H -2.92537 -1.62327 -2.22449  0.36
16 H -2.63923 -2.73712 -0.94638  0.36

=====

The energy of each structure relative to the most stable one, in hartree, is as follows: w 0.0453; x 0.0000.

=====

w.
A structure of composition C2H6N3P. Source: the Open Molecules 2025 dataset; level of theory: wB97M-V/def2-TZVPD.

Results
- Lowest unoccupied orbital energy: 0.094 eV
- Spin multiplicity: 1
- HOMO energy: -6.9 eV
- HOMO-LUMO gap: 7.0 eV

Each line ends with the natural charge from an NBO analysis.
Cartesian coordinates (Å):
1 C 0.58993 -1.22778 -0.37410  0.08
2 C 1.74234 0.30307 0.10365  -0.69
3 N -0.51789 -1.27978 0.36729  -0.38
4 N -1.07460 -0.04359 0.85405  -0.32
5 N -0.96621 1.05414 -0.08145  -0.75
6 P 0.65425 1.49882 -0.64352  0.68
7 H 0.89859 -2.09606 -0.84563  0.18
8 H 2.58453 0.14349 -0.46404  0.16
9 H -1.27045 -2.00537 0.32720  0.40
10 H -2.00806 0.00976 1.20711  0.38
11 H -1.51581 1.02949 -0.88770  0.35
12 H 0.88337 2.61381 0.43713  -0.10

=====

x.
The molecule C2H6N3P. Source: the Open Molecules 2025 dataset; level of theory: wB97M-V/def2-TZVPD.

Results
- Lowest unoccupied orbital energy: 0.026 eV
- Structure (SMILES): [H]/N=C\C/N=P/N
- Spin multiplicity: 1
- HOMO energy: -9.2 eV
- HOMO-LUMO gap: 9.3 eV

Each line ends with the natural charge from an NBO analysis.
Cartesian coordinates (Å):
1 H -1.89457 0.46952 0.07231  0.36
2 N -1.72943 1.27743 0.74511  -0.61
3 C -0.53741 1.58167 0.99384  0.15
4 C 0.74330 0.95829 0.40105  -0.32
5 N 0.31143 -0.23858 -0.29298  -0.96
6 P 1.02233 -1.62613 -0.12224  1.18
7 N 0.29028 -2.31030 -1.52323  -1.13
8 H -0.19280 2.30138 1.67202  0.15
9 H 1.04985 1.68865 -0.25246  0.21
10 H 1.31374 0.81212 1.30117  0.18
11 H -0.45490 -1.64740 -1.68416  0.41
12 H 0.07819 -3.26663 -1.31044  0.38

=====

The energy of each structure relative to the most stable one, in hartree, is as follows: w 0.2177; x 0.0000.